(1)
Entry from the Open Molecules 2025 dataset: C19H27N5O4S in the gas phase (wB97M-V/def2-TZVPD).

```
56
C19H27N5O4S | the Open Molecules 2025 dataset | wB97M-V/def2-TZVPD
C -4.43095 2.13031 -3.05944
C -5.24205 0.84020 -2.93208
C -5.36668 0.37343 -1.51758
C -6.48560 0.36827 -0.67722
N -6.23636 -0.08874 0.55275
N -4.93326 -0.38714 0.52095
C -4.20385 -0.89670 1.54362
C -2.89251 -1.14849 1.32385
C -2.34229 -0.84662 0.03938
C -0.86196 -1.04769 -0.22739
O -0.21816 -0.14540 -0.73004
N -0.31632 -2.23141 0.15829
C -1.07628 -3.46129 0.32411
C 1.14068 -2.40925 0.06686
C 1.91180 -1.45917 0.97069
C 1.60864 -2.35108 -1.39508
N 2.87323 -3.04306 -1.56815
C 2.92519 -4.38984 -1.52984
O 1.92820 -5.08754 -1.46032
C 4.33335 -5.00143 -1.58690
C 5.15123 -4.43890 -2.75023
C 4.28247 -6.53198 -1.62133
C 5.53735 -7.06251 -0.92083
C 5.59314 -6.33308 0.41390
S 5.19071 -4.64224 0.00624
O 6.39998 -3.91373 -0.27891
O 4.25771 -4.11112 0.96588
N -3.04129 -0.35808 -0.94274
C -4.35424 -0.12371 -0.71522
H -4.36302 2.44842 -4.10042
H -4.89333 2.93492 -2.48551
H -3.41943 1.98221 -2.68070
H -6.24378 0.98396 -3.34308
H -4.76767 0.05800 -3.52974
H -7.48736 0.68463 -0.92504
H -4.73166 -1.06528 2.47084
H -2.27285 -1.54920 2.11181
H -0.97510 -3.85314 1.33908
H -2.12868 -3.29864 0.11216
H -0.69964 -4.21413 -0.37224
H 1.31827 -3.42918 0.41000
H 2.97752 -1.68056 0.90147
H 1.73721 -0.42242 0.69113
H 1.61669 -1.60274 2.01105
H 0.86438 -2.82996 -2.03269
H 1.72241 -1.31929 -1.71686
H 3.72583 -2.51110 -1.55216
H 4.60188 -4.61722 -3.67592
H 5.33934 -3.37165 -2.65685
H 6.12066 -4.93002 -2.81163
H 3.38448 -6.86736 -1.10241
H 4.21110 -6.87849 -2.65260
H 5.48556 -8.14076 -0.77681
H 6.43479 -6.85072 -1.50490
H 4.81355 -6.67290 1.09537
H 6.55927 -6.32814 0.91360
```

* Kohn-Sham gap: 8.583 eV
* LUMO energy: 0.24 eV
* energy relative to the best compared isomer or geometry (same formula, charge and spin): 56.91 kcal per mole
* SMILES: CCc1cnn2ccc(C(=O)N(C)[C@H](C)CNC(=O)[C@]3(C)CCCS3(=O)=O)nc12

(2)
Entry from the Open Molecules 2025 dataset: CHCl2NO3S in the gas phase in a non-equilibrium geometry (wB97M-V/def2-TZVPD).

```
9
CHCl2NO3S | the Open Molecules 2025 dataset | wB97M-V/def2-TZVPD
O -0.18021 -1.81223 -0.90884
N -1.18766 -1.69918 -0.35279
O -1.49326 -0.58234 0.14869
S -0.38542 0.79257 0.09205
O -0.89078 1.65230 1.06390
Cl -0.83137 1.21141 -1.96654
C 1.14209 -0.01248 0.65494
Cl 2.15131 1.05921 1.36072
H 1.67530 -0.60927 -0.09213
```

* Kohn-Sham gap (alpha / beta): 7.351 / 7.350 eV
* LUMO energy (alpha / beta): -1.71 / -1.71 eV
* energy relative to the best compared isomer or geometry (same formula, charge and spin): 141.85 kcal per mole
* SMILES: O=NO[S@](=O)(Cl)=CCl

(3)
Entry from the Open Molecules 2025 dataset: 12 unconnected molecules or ions with the total composition C4H30NO11 in a non-equilibrium geometry (wB97M-V/def2-TZVPD).

```
46
C4H30NO11 | the Open Molecules 2025 dataset | wB97M-V/def2-TZVPD
C -0.28278 1.24732 1.83452
C -0.25855 0.03662 0.97452
C -0.19843 0.07964 -0.34441
N -0.30578 -1.03380 -1.21132
C 0.62234 -1.31271 -2.03313
H -1.22518 1.21250 2.34836
H 0.56326 1.36523 2.50161
H -0.26699 2.11857 1.17818
H -0.46307 -0.88131 1.50889
H 0.01776 1.05757 -0.76055
H -1.13679 -1.63616 -1.03531
H 0.63168 -2.25470 -2.56282
H 1.43864 -0.60764 -2.10000
H 1.47563 2.76804 -2.29288
H 0.35079 1.89061 -2.81218
O 0.54618 2.56139 -2.16025
H -0.76897 0.66221 -4.39752
H -1.55316 1.15419 -3.26307
O -0.74213 0.66476 -3.42956
H 0.96086 -3.89898 1.75321
H 1.65082 -2.62716 2.36922
O 1.16068 -2.97190 1.60384
H 2.43027 -1.13383 4.27153
H 1.01964 -1.64949 3.88537
O 1.77081 -1.13280 3.57492
H -3.55685 -1.88373 -0.88703
H -2.80681 -3.16339 -0.99382
O -2.72312 -2.23049 -1.23380
H 2.71084 -2.88550 -0.74936
H 2.03392 -1.88810 0.17005
O 2.67936 -1.94608 -0.54850
H 3.38458 0.81076 1.54936
H 2.99804 -0.54356 1.21896
O 3.21413 0.27800 0.76073
H 2.84633 0.68426 -1.08335
H 3.26298 0.40076 -2.52076
O 2.70667 0.97725 -1.99809
H -1.88454 4.00709 -0.88401
H -0.86792 2.88961 -1.07026
O -1.80379 3.05573 -0.84692
H -4.23189 -0.87148 2.31678
H -3.51094 0.35442 1.83994
O -3.34218 -0.56759 2.13915
H -2.54348 2.15238 0.44257
H -2.88963 2.73250 1.75151
O -3.11324 1.95899 1.22567
```

* Kohn-Sham gap: 9.708 eV
* LUMO energy: -2.83 eV
* energy relative to the best compared isomer or geometry (same formula, charge and spin): 43.20 kcal per mole
* charge: +1

(4)
Entry from the Open Molecules 2025 dataset: 3 unconnected molecules or ions with the total composition C33H24ClFNO5P in a non-equilibrium geometry (wB97M-V/def2-TZVPD).

```
66
C33H24ClFNO5P | the Open Molecules 2025 dataset | wB97M-V/def2-TZVPD
O -3.42583 6.01177 -0.05133
C -2.89481 5.03865 0.43823
C -1.95699 4.19087 -0.35087
C -1.66925 4.54990 -1.66096
C -0.76866 3.80479 -2.40202
C -0.15541 2.69190 -1.83947
C -0.45184 2.31678 -0.53795
C -1.35367 3.06314 0.21329
C -1.65626 2.65003 1.61576
O -1.16591 1.65366 2.10683
C -2.57406 3.51421 2.41276
C -2.84612 3.17335 3.73147
C -3.67563 3.97455 4.49610
C -4.23785 5.12162 3.94697
C -3.97904 5.46075 2.63062
C -3.15078 4.65799 1.85777
H -2.14929 5.41971 -2.08658
H -0.53962 4.09039 -3.41958
H 0.55519 2.11768 -2.41937
H 0.01868 1.45164 -0.09136
H -2.40268 2.28068 4.14919
H -3.88460 3.70801 5.52342
H -4.88037 5.75037 4.54849
H -4.41331 6.34821 2.19257
O 0.61583 -5.04962 -5.13558
C 0.54646 -3.84773 -4.99797
C 0.31969 -2.95076 -6.16995
C 0.16499 -3.51501 -7.42897
C -0.07805 -2.70432 -8.52405
C -0.16896 -1.32561 -8.36698
C -0.00270 -0.75627 -7.11674
C 0.24632 -1.56430 -6.01513
C 0.43960 -0.93088 -4.68017
O 0.42666 0.27624 -4.54920
C 0.64297 -1.82657 -3.50796
C 0.78961 -1.26051 -2.24987
C 0.94243 -2.06879 -1.14155
C 0.95398 -3.45073 -1.28185
C 0.83106 -4.02583 -2.53470
C 0.67580 -3.21583 -3.65392
H 0.23319 -4.58803 -7.53892
H -0.20116 -3.14618 -9.50369
H -0.36855 -0.69548 -9.22322
H -0.06589 0.31444 -6.98382
H 0.77270 -0.18510 -2.14954
H 1.04666 -1.62606 -0.15942
H 1.05861 -4.07226 -0.40246
H 0.84364 -5.09976 -2.65502
C 0.57377 -0.70946 4.76587
C 2.02736 -0.88261 4.46870
C 2.97173 0.04704 5.17529
N 2.47672 -1.72151 3.59999
P 2.29663 -3.37336 3.65438
F 1.09346 -3.63354 4.69886
C 3.68449 -3.71686 4.89726
C 3.20217 -4.09363 6.24212
O 3.17564 -3.38495 7.19622
Cl 2.60285 -5.75451 6.36151
H 0.24807 0.18755 4.23455
H -0.00478 -1.56562 4.43582
H 0.44160 -0.55720 5.83695
H 3.69287 -0.53410 5.74381
H 2.44217 0.74878 5.81491
H 3.48550 0.64083 4.41681
H 4.35858 -2.87002 4.96960
H 4.22438 -4.55253 4.45409
```

* Kohn-Sham gap: 7.776 eV
* LUMO energy: -1.09 eV
* SMILES: O=C1c2ccccc2C(=O)c2ccccc21.O=C1c2ccccc2C(=O)c2ccccc21.CC(C)=NP(F)CC(=O)Cl

(5)
Entry from the Open Molecules 2025 dataset: a molecular structure, C16H15N4O3Pt in a non-equilibrium geometry (wB97M-V/def2-TZVPD).

```
39
C16H15N4O3Pt | the Open Molecules 2025 dataset | wB97M-V/def2-TZVPD
Pt -1.18418 1.06571 0.66991
C 1.81819 0.14181 0.70778
N 0.86017 1.24980 0.63643
C 1.30357 2.46429 0.54882
C 0.34037 3.51090 0.52183
C 0.42366 4.93139 0.49842
C -0.85968 5.36913 0.56156
C -1.71848 4.18193 0.62135
N -0.99744 3.09744 0.59301
C 1.72385 -0.74422 -0.51517
C 1.83006 -0.19740 -1.78684
C 1.77103 -1.01589 -2.90530
C 1.61099 -2.38449 -2.75334
C 1.51366 -2.93454 -1.48280
C 1.56353 -2.11456 -0.36572
H 1.58152 -0.43397 1.60228
H 2.82077 0.55738 0.81574
H 2.36885 2.66713 0.52010
H 1.32643 5.52020 0.44047
H -1.20744 6.39202 0.57178
H -2.79825 4.14883 0.67815
H 1.95523 0.87353 -1.91492
H 1.85324 -0.58643 -3.89562
H 1.56016 -3.02389 -3.62428
H 1.39826 -4.00502 -1.36572
H 1.48962 -2.53993 0.63108
O -3.88802 0.23439 0.53552
N -3.07604 1.00623 0.71978
O -1.67930 -1.28589 -1.50288
C -1.49932 -1.71842 -0.39093
C -1.62441 -3.15644 0.07606
C -1.31022 -3.11531 1.57725
C -1.11239 -1.64407 1.89161
O -0.91919 -1.13652 2.97452
N -1.15750 -0.93281 0.70460
H -0.94493 -3.78180 -0.50050
H -2.63773 -3.49561 -0.13810
H -0.39606 -3.65023 1.83668
H -2.10257 -3.51466 2.20738
```

* Kohn-Sham gap (alpha / beta): 7.133 / 5.085 eV
* LUMO energy (alpha / beta): -4.90 / -6.93 eV
* energy relative to the best compared isomer or geometry (same formula, charge and spin): 0.00 kcal per mole
* charge: +1
* spin multiplicity: 3

(6)
Entry from the Open Molecules 2025 dataset: C7H7NO3 in the gas phase in a non-equilibrium geometry (wB97M-V/def2-TZVPD).

```
18
C7H7NO3 | the Open Molecules 2025 dataset | wB97M-V/def2-TZVPD
C 0.09562 1.68525 0.72875
C -1.31639 1.73046 0.13541
C 1.09328 0.80398 0.55016
C -1.85410 0.51667 0.02863
C 0.02706 -1.50821 -0.17976
C 1.06891 -0.55845 0.01156
C 2.40655 -1.03304 -0.72748
N -2.95391 -0.26330 -0.20501
O -2.97037 -0.74583 -1.34442
O -3.79359 -0.30748 0.66898
O 0.59863 -1.52606 0.99833
H 0.24195 2.59492 1.29605
H -1.75709 2.65537 -0.19113
H 1.98354 1.12161 1.15047
H -0.95602 -1.57093 -0.50217
H 3.17244 -0.29333 -0.60848
H 2.30717 -1.35917 -1.73886
H 2.60633 -1.94246 -0.07102
```

* Kohn-Sham gap (alpha / beta): 6.237 / 9.042 eV
* LUMO energy (alpha / beta): -1.96 / -0.42 eV
* energy relative to the best compared isomer or geometry (same formula, charge and spin): 257.77 kcal per mole

What did the sixth record say?
Entry from the Open Molecules 2025 dataset: C7H7NO3 in the gas phase in a non-equilibrium geometry (wB97M-V/def2-TZVPD).

```
18
C7H7NO3 | the Open Molecules 2025 dataset | wB97M-V/def2-TZVPD
C 0.09562 1.68525 0.72875
C -1.31639 1.73046 0.13541
C 1.09328 0.80398 0.55016
C -1.85410 0.51667 0.02863
C 0.02706 -1.50821 -0.17976
C 1.06891 -0.55845 0.01156
C 2.40655 -1.03304 -0.72748
N -2.95391 -0.26330 -0.20501
O -2.97037 -0.74583 -1.34442
O -3.79359 -0.30748 0.66898
O 0.59863 -1.52606 0.99833
H 0.24195 2.59492 1.29605
H -1.75709 2.65537 -0.19113
H 1.98354 1.12161 1.15047
H -0.95602 -1.57093 -0.50217
H 3.17244 -0.29333 -0.60848
H 2.30717 -1.35917 -1.73886
H 2.60633 -1.94246 -0.07102
```

* Kohn-Sham gap (alpha / beta): 6.237 / 9.042 eV
* LUMO energy (alpha / beta): -1.96 / -0.42 eV
* energy relative to the best compared isomer or geometry (same formula, charge and spin): 257.77 kcal per mole